Below is C13H15N2O5P in the gas phase, with properties calculated with ωB97M-V/def2-TZVPD.

Frontier orbital gap: 8.27 eV
Highest occupied orbital energy: -9.82 eV
Total energy: -36229.60699 eV
LUMO energy: -1.551 eV
Structure (SMILES): CCOP(=O)(OCC)/C(C#N)=C/c1ccc([N+](=O)[O-])cc1

Element x y z (Å)
C: 2.036 3.142 -0.561
C: 3.148 2.198 -0.137
H: 3.824 2.023 -0.979
H: 3.710 2.608 0.706
O: 2.631 0.950 0.316
P: 2.474 -0.251 -0.754
O: 2.916 0.063 -2.106
O: 3.298 -1.463 -0.141
C: 3.415 -1.771 1.243
C: 2.078 -1.999 1.925
H: 1.505 -1.074 1.940
H: 2.245 -2.324 2.949
H: 1.511 -2.765 1.401
H: 3.957 -0.962 1.743
H: 4.023 -2.680 1.269
C: 0.701 -0.713 -0.665
C: -0.244 0.176 -0.322
C: -1.685 0.022 -0.306
C: -2.338 -1.170 -0.644
C: -3.714 -1.249 -0.608
C: -4.456 -0.134 -0.234
C: -3.831 1.061 0.105
C: -2.456 1.132 0.069
H: -1.963 2.057 0.330
H: -4.433 1.910 0.390
N: -5.896 -0.216 -0.194
O: -6.406 -1.275 -0.486
O: -6.505 0.781 0.131
H: -4.229 -2.162 -0.867
H: -1.765 -2.034 -0.936
H: 0.112 1.148 -0.002
C: 0.536 -2.030 -1.112
N: 0.494 -3.124 -1.458
H: 1.341 3.309 0.259
H: 2.464 4.096 -0.855
H: 1.504 2.720 -1.411